# 1
Molecular formula: C54H49AsNNdO4P2S2
Method: DFT, ωB97M-V with the def2-TZVPD basis set

XYZ file:
```
114
Properties=species:S:1:pos:R:3:forces:R:3:mulliken_charge:R:1
Nd 9.6885 -11.3736 20.1746 1.22 0.41 0.09 1.150
S 9.1633 -11.6478 22.9858 0.28 0.21 -0.22 -0.470
C 7.9888 -12.8963 23.3426 -0.96 -1.50 -0.84 -0.085
C 7.0565 -12.7217 24.3622 0.09 1.49 0.15 -0.448
C 5.9648 -13.5408 24.5345 -0.46 0.86 1.08 -0.482
C 5.8675 -14.6482 23.7474 -1.33 -1.04 -0.16 -0.506
C 6.7773 -14.9673 22.7696 1.74 -0.28 -0.18 -0.408
C 7.8589 -14.1127 22.5417 -0.81 1.64 1.96 0.292
As 9.2358 -14.1788 21.2936 1.06 -1.10 -1.71 0.399
C 8.8414 -15.7808 20.1967 0.03 -0.52 0.08 0.358
C 9.6169 -16.9765 20.1152 -1.00 0.80 -0.51 -0.504
C 9.0986 -18.0181 19.3224 -0.30 -0.23 1.10 -0.543
C 7.8336 -17.9267 18.6814 2.45 -0.72 1.00 -0.575
C 7.1248 -16.7783 18.8041 -1.58 0.83 -0.82 -0.699
C 7.6215 -15.7011 19.5166 -0.08 1.78 0.77 0.059
C 10.7748 -14.8169 22.2554 0.90 1.03 -0.35 0.173
C 12.0461 -14.3862 21.7845 -0.57 -0.13 -0.68 -0.097
C 13.1969 -14.9964 22.2941 -0.42 -0.54 -0.08 -0.813
C 13.0424 -15.9925 23.2648 -0.25 0.21 0.27 -0.465
C 11.8227 -16.2563 23.8635 -0.55 0.24 -0.33 -0.642
C 10.6718 -15.6591 23.3360 0.49 -0.65 0.83 0.123
H 7.0734 -11.7972 24.9471 0.34 -0.27 -0.14 0.404
H 5.1923 -13.2247 25.2965 0.90 -0.74 -0.99 0.308
H 5.0140 -15.2874 23.8372 -0.38 -0.37 0.21 0.407
H 6.7604 -15.9558 22.2939 -0.29 0.59 -0.15 0.441
H 10.5763 -17.0426 20.6498 -0.58 -0.17 -0.27 0.373
H 9.5565 -19.0109 19.4334 0.11 0.52 -0.58 0.312
H 7.5083 -18.8022 18.1558 -0.44 -0.11 -0.24 0.408
H 6.1408 -16.7227 18.3217 0.38 0.18 0.21 0.416
H 7.0522 -14.7005 19.6162 0.72 -2.18 -0.32 -0.079
H 12.0514 -13.6371 20.9392 0.39 -0.86 1.15 -0.041
H 14.2132 -14.8341 21.9364 -0.42 0.37 -0.16 0.405
H 13.8696 -16.5872 23.5844 0.70 0.02 0.18 0.397
H 11.7107 -16.9297 24.7178 0.25 0.12 -0.40 0.386
H 9.7468 -15.9107 23.8378 -0.34 0.17 -0.38 0.370
C 8.2357 -7.7445 12.9378 2.06 -0.16 -0.43 -1.619
C 8.9170 -8.6160 13.9587 -0.11 -2.06 0.11 0.972
C 8.7746 -10.0522 13.9028 1.79 0.51 1.62 -0.920
C 9.4259 -10.8519 14.8985 -0.57 3.35 -0.71 -0.798
C 10.0598 -10.1638 15.9406 0.41 0.34 0.87 0.268
C 10.1871 -8.7866 16.0513 -0.10 0.55 -0.15 0.047
C 9.6268 -8.0482 15.0101 -0.59 1.37 -0.21 -0.596
S 10.7961 -11.0864 17.2596 1.12 0.69 -0.68 1.036
O 11.9457 -11.7171 16.6674 0.20 -0.13 0.29 -0.758
O 9.7156 -11.9855 17.6642 -1.16 -0.85 1.30 -0.475
N 11.0764 -10.1728 18.5142 -0.76 -0.57 -0.73 0.552
C 12.4338 -9.7861 18.8424 -0.52 0.42 0.59 -0.460
C 12.7001 -10.1475 20.3054 -0.21 -0.99 0.49 0.270
O 13.7170 -9.7775 20.8439 -0.18 0.19 0.12 -0.683
O 11.8146 -10.9925 20.8577 -0.19 0.79 -0.66 -0.518
H 8.6576 -7.8842 11.9220 -0.19 -0.10 0.49 0.361
H 8.3888 -6.7003 13.1798 -0.29 0.22 0.10 0.385
H 7.2272 -8.0159 12.9114 -1.76 -0.05 -0.19 0.385
H 8.2735 -10.5378 13.0886 -0.27 -0.05 -0.32 0.447
H 9.5023 -11.8962 14.9008 -0.32 -1.36 -0.23 0.729
H 10.6860 -8.2895 16.9383 -0.69 -0.83 -1.22 -0.132
H 9.5841 -6.9335 14.9904 0.50 -0.92 0.41 0.144
H 12.5919 -8.6986 18.6841 0.16 -0.71 0.09 0.159
H 13.1639 -10.3871 18.3202 0.30 0.06 -0.57 0.448
C 5.2842 -9.4038 21.4269 0.60 -0.23 -0.05 -0.005
C 6.5802 -8.6075 21.6605 1.23 -1.35 0.56 -1.865
P 7.8677 -8.8869 20.3671 -2.14 -0.69 -0.44 1.837
C 9.2029 -7.7783 20.6705 1.26 0.57 0.20 0.392
C 10.0966 -8.0717 21.7279 -0.15 -0.24 -0.06 -0.686
C 11.4136 -7.6359 21.6987 0.01 0.54 -1.42 -0.555
C 11.8732 -6.8822 20.5862 -0.73 0.26 0.96 -0.645
C 10.9593 -6.4882 19.6200 0.02 0.07 -0.68 -0.491
C 9.6422 -6.9490 19.6540 -0.08 0.22 -1.25 -0.476
C 6.9132 -8.2637 18.9265 0.02 1.24 1.09 -0.668
C 7.0490 -8.9045 17.7475 1.00 -3.43 -1.65 1.106
C 6.4478 -8.6353 16.5507 -1.00 0.94 -0.96 -0.439
C 5.5042 -7.6158 16.5748 0.07 -0.34 -0.58 -0.980
C 5.2399 -6.9775 17.7553 1.01 1.40 2.60 -1.067
C 6.0057 -7.2033 18.9444 -0.48 -0.55 -1.21 -0.548
C 5.3761 -10.8753 21.9009 -1.56 0.30 -0.15 0.036
P 4.3424 -12.2949 21.1187 0.45 1.49 -0.13 0.391
C 4.7107 -11.9664 19.3054 0.18 -0.57 0.94 -0.634
C 3.8526 -11.3614 18.4115 -1.11 0.40 0.41 -0.148
C 4.1976 -11.2691 17.0849 0.45 -0.01 -1.19 -0.677
C 5.3908 -11.7654 16.5623 0.41 -0.68 0.86 -0.710
C 6.2443 -12.4571 17.4597 -1.68 1.17 0.21 -0.472
C 5.8912 -12.5265 18.8077 0.33 0.23 -0.09 0.765
C 2.6024 -11.6866 21.1774 -0.46 -0.79 -0.51 0.046
C 1.6710 -12.5940 20.6230 1.62 -0.19 -0.02 -0.288
C 0.3673 -12.2561 20.4082 -1.13 0.45 -0.50 -0.679
C -0.0480 -10.9781 20.7857 -0.46 -0.83 0.78 -0.392
C 0.7985 -10.1359 21.4676 -1.43 1.17 -0.36 -0.808
C 2.1056 -10.4749 21.6057 2.72 1.26 1.35 0.222
H 5.1490 -9.4682 20.3682 -0.57 0.38 -0.85 -0.059
H 4.4608 -8.8219 21.8710 0.26 -0.52 -0.20 0.404
H 7.1112 -8.9590 22.5615 -0.42 0.23 0.13 0.697
H 6.4718 -7.5471 21.7312 -0.40 0.71 0.17 0.768
H 9.7344 -8.7251 22.5217 0.26 0.06 0.03 0.507
H 12.1603 -7.9317 22.4080 -0.07 -0.19 0.52 0.467
H 12.9066 -6.5500 20.5757 -0.10 -0.18 -0.19 0.368
H 11.2258 -5.9105 18.7171 0.21 -0.20 0.77 0.337
H 9.0190 -6.7430 18.7486 0.37 -0.19 1.05 0.283
H 7.4911 -9.8970 17.6861 0.94 0.19 0.52 -0.193
H 6.6512 -9.2133 15.6230 -0.10 0.40 1.00 0.495
H 4.9495 -7.3354 15.6986 -0.16 0.03 -0.31 0.486
H 4.5607 -6.1394 17.8385 -0.31 -0.13 -0.38 0.391
H 5.8615 -6.6441 19.8608 -0.26 0.20 -0.24 0.553
H 5.1120 -10.8762 22.9382 -0.15 -0.32 0.88 0.937
H 6.3766 -11.2426 21.8827 0.98 -0.21 -0.20 -0.740
H 2.8608 -10.9684 18.7218 0.87 -0.30 -0.10 0.240
H 3.5098 -10.8252 16.3900 -0.27 0.32 -0.13 0.445
H 5.6212 -11.6319 15.4952 -0.04 -0.25 0.61 0.423
H 7.1379 -12.9295 17.1863 1.21 -0.44 -0.72 0.694
H 6.5826 -13.0243 19.4985 -0.38 0.22 -0.18 -0.184
H 2.1076 -13.5374 20.3179 -0.41 -0.29 -0.10 0.399
H -0.3786 -12.9052 19.9202 0.69 0.12 0.35 0.358
H -1.0920 -10.7454 20.7591 -0.44 0.26 -0.41 0.383
H 0.4025 -9.1656 21.8148 0.42 -0.60 -0.10 0.370
H 2.8077 -9.7459 22.1002 -0.94 -0.90 -0.58 0.044
```
Forces are in eV/Å.

Output
HOMO level (alpha / beta) = -7.570 / -7.579 eV
Energy above the lowest of the compared OMol25 structures with the same formula, charge and spin = 0.00 kJ/mol
Net charge = 0
Orbital gap (alpha / beta) = 7.698 / 7.795 eV
Spin multiplicity = 4
⟨S²⟩ = 3.75
E_LUMO (alpha / beta) = 0.1 / 0.2 eV
E_tot = -182837.6573 eV

=====

# 2
Molecular formula: C38H105N7O12
Method: DFT, ωB97M-V with the def2-TZVPD basis set

XYZ file:
```
162
Properties=species:S:1:pos:R:3:forces:R:3:mulliken_charge:R:1
C 8.4769 18.1368 -10.7757 -0.60 0.08 0.77 -0.695
O 8.4588 16.7875 -10.3157 -1.01 -0.22 -0.32 -0.332
C 7.1039 16.4459 -9.8560 1.71 -0.14 0.47 -0.699
C 7.0574 14.9808 -9.3604 -1.33 -0.55 -0.57 0.408
C 7.4694 13.8562 -10.3156 1.28 1.30 -0.30 -1.356
N 5.6617 14.7079 -9.0086 -0.61 0.73 0.39 -0.676
H 9.3700 18.5088 -11.2778 0.35 -0.97 0.00 0.270
H 8.3762 18.7640 -9.8899 -0.29 0.41 0.01 0.279
H 7.6384 18.3036 -11.4519 -0.15 0.16 -0.07 0.285
H 6.8247 17.0805 -9.0149 0.26 0.09 0.37 0.418
H 6.3496 16.7256 -10.5914 0.04 -0.57 -0.65 0.363
H 7.5741 14.8572 -8.4087 0.58 0.38 -0.22 0.212
H 8.4563 14.1241 -10.6927 0.42 -0.61 0.11 0.331
H 6.8706 13.7828 -11.2235 -0.48 0.08 0.24 0.298
H 7.4517 12.9199 -9.7579 0.21 -0.04 -0.25 0.418
H 5.5746 13.7288 -8.7765 -0.08 -0.09 0.16 0.241
H 5.1070 14.8392 -9.8423 -0.30 -0.04 -0.13 0.237
C 11.6611 23.2093 -3.2436 0.66 -0.39 -0.13 -0.815
O 11.8548 21.7711 -3.1830 -0.74 1.84 -0.07 -0.313
C 12.0130 21.1198 -4.4156 1.88 -0.76 -0.61 -0.741
C 11.5301 19.6928 -4.3219 -0.69 -0.58 -0.33 0.329
C 10.0445 19.6024 -4.1917 -1.49 0.04 -1.10 -1.397
N 12.0656 18.9777 -3.1844 0.13 0.45 0.46 -0.780
H 11.6259 23.6230 -2.2357 -0.59 -0.51 0.09 0.261
H 10.8189 23.5109 -3.8663 -0.42 -0.32 0.28 0.325
H 12.4968 23.7713 -3.6604 0.57 -0.50 -0.39 0.326
H 11.7335 21.6146 -5.3457 -1.01 0.50 0.34 0.434
H 13.0738 20.9650 -4.6127 0.71 0.38 0.22 0.350
H 11.8488 19.1324 -5.2008 -0.06 0.31 -0.40 0.413
H 9.7057 18.5791 -4.3530 0.05 -0.09 0.52 0.365
H 9.5452 20.1477 -4.9926 0.08 0.26 -0.27 0.364
H 9.6108 20.0337 -3.2895 0.38 -0.26 0.31 0.267
H 13.0729 18.9299 -3.2399 0.30 -0.02 -0.02 0.269
H 11.8658 19.6727 -2.4793 0.24 -0.36 1.09 0.342
C -6.5792 28.9220 -5.4770 0.70 -0.14 0.53 -0.753
O -5.7045 27.8183 -5.1302 -0.30 1.00 0.14 -0.316
C -5.5657 26.8845 -6.1743 0.04 -0.70 -0.53 -0.699
C -4.5315 25.7440 -5.8845 0.46 0.38 0.55 0.481
C -3.1545 26.2632 -5.4642 -0.45 0.25 0.39 -1.376
N -4.3700 24.8511 -7.0291 -0.50 0.11 -0.90 -0.711
H -6.7366 29.5830 -4.6247 0.18 -0.56 0.52 0.266
H -7.5726 28.6082 -5.7976 0.10 -0.29 -0.30 0.295
H -6.1163 29.6137 -6.1808 0.08 -0.40 -0.63 0.316
H -6.5674 26.5380 -6.4288 -0.09 -0.77 0.12 0.404
H -5.2537 27.3515 -7.1085 0.47 0.49 -0.18 0.327
H -4.8233 25.1039 -5.0519 -0.66 0.16 0.05 0.210
H -2.6842 26.8294 -6.2682 0.12 0.03 0.02 0.306
H -2.5651 25.3826 -5.2089 0.27 0.08 -0.15 0.403
H -3.2142 26.8677 -4.5592 0.02 0.20 -0.07 0.324
H -4.1195 25.3773 -7.8540 -0.44 0.57 -0.34 0.262
H -3.5240 24.3030 -6.9659 0.01 -0.42 0.78 0.262
C 1.2814 14.6825 -13.3029 1.25 0.63 0.94 -0.776
O 1.1515 13.8314 -12.1767 0.00 0.09 -0.59 -0.253
C -0.0689 13.1541 -12.2829 -0.38 -1.15 0.45 -0.882
C -0.1752 12.0796 -11.1690 -1.19 0.32 -0.83 0.590
C -1.4712 11.2589 -11.3392 0.56 -0.15 -0.47 -1.399
N -0.3586 12.7384 -9.9237 0.22 1.09 1.59 -0.730
H 2.2162 15.2225 -13.1525 0.09 0.04 -0.02 0.247
H 0.5048 15.4472 -13.2939 -0.35 -0.17 -0.40 0.322
H 1.4014 14.1439 -14.2429 -0.51 -0.15 -0.08 0.312
H -0.8996 13.8590 -12.2483 -0.28 0.18 0.54 0.351
H -0.1820 12.7129 -13.2731 0.30 -0.49 -0.21 0.380
H 0.7400 11.4890 -11.1262 0.04 -0.38 -0.66 0.292
H -2.3316 11.9076 -11.1745 0.09 0.24 -0.49 0.371
H -1.6252 10.4873 -10.5850 0.54 -0.15 0.06 0.371
H -1.4653 10.7890 -12.3227 -0.39 -0.08 -0.03 0.346
H 0.3499 13.4420 -9.7721 0.18 0.20 -0.02 0.229
H -0.2336 12.0707 -9.1762 -0.15 -0.05 0.24 0.228
C 4.3827 8.7348 -6.2144 -0.31 0.13 -1.07 -0.803
O 4.2098 9.8413 -5.4013 -0.75 0.55 1.91 -0.260
C 4.3464 9.6025 -3.9752 0.92 -0.01 -0.66 -0.741
C 3.9859 10.8375 -3.2027 -0.77 0.86 0.38 0.412
C 2.4660 11.2408 -3.2907 0.56 -0.20 0.12 -1.397
N 4.7602 12.0083 -3.6096 -0.63 0.07 -0.31 -0.748
H 5.4293 8.6374 -6.5030 0.34 -0.95 0.73 0.288
H 3.9558 8.9310 -7.1980 -0.51 0.39 0.02 0.241
H 3.8017 7.8997 -5.8230 0.74 -0.56 0.04 0.319
H 3.8644 8.7410 -3.5128 -0.92 -0.33 -0.82 0.396
H 5.3887 9.3794 -3.7476 0.51 0.14 -0.24 0.358
H 4.3005 10.6285 -2.1802 -0.45 -0.08 0.29 0.382
H 2.0581 11.1228 -4.2946 0.31 0.00 -0.20 0.274
H 2.3630 12.2923 -3.0226 0.11 -0.06 0.05 0.385
H 1.7906 10.6756 -2.6486 0.30 -0.23 0.19 0.361
H 5.7550 11.9014 -3.4714 0.09 -0.25 -0.08 0.258
H 4.5689 12.0504 -4.6004 0.46 0.55 -0.36 0.273
C 1.8185 17.1977 1.7685 -1.10 -0.43 0.74 -0.724
O 1.3704 16.6763 3.0378 1.12 -0.82 -0.90 -0.317
C 2.4277 15.9636 3.7226 -1.22 1.59 0.90 -0.631
C 1.8182 15.6312 5.0696 0.54 -0.04 1.05 0.436
C 1.4033 16.8467 5.8992 -0.07 0.55 -0.36 -1.343
N 2.8197 14.8739 5.8584 -0.48 -0.71 -0.37 -0.744
H 2.5004 16.4964 1.2876 0.44 0.33 0.08 0.318
H 2.1735 18.2146 1.9356 0.54 -0.11 -0.31 0.262
H 0.9472 17.2446 1.1153 -0.11 0.12 0.08 0.243
H 2.8303 15.0782 3.2306 -0.28 0.01 -0.31 0.408
H 3.2212 16.6786 3.9398 0.54 0.05 -0.31 0.286
H 0.9266 15.0397 4.8617 0.13 -0.43 0.23 0.261
H 0.6874 17.5091 5.4127 -0.04 -0.12 -0.14 0.326
H 2.2879 17.4417 6.1263 0.16 0.12 -0.06 0.309
H 0.9875 16.5643 6.8664 -0.08 -0.28 -0.06 0.372
H 2.4272 14.6383 6.7587 -0.20 -0.22 0.05 0.273
H 3.6242 15.4351 6.0991 0.10 0.38 -0.32 0.264
C 4.5844 21.1692 -16.4903 -1.27 0.45 0.13 -0.697
O 3.1768 21.3432 -16.1951 0.61 -0.51 -0.87 -0.309
C 2.7968 22.3425 -15.2754 -0.52 0.07 -0.25 -0.521
C 1.3271 22.7230 -15.5785 -0.36 0.49 0.57 -0.538
N 0.8441 23.9813 -14.9797 1.58 0.36 -0.41 -0.436
C 0.8895 23.9605 -13.5170 -0.76 0.54 -1.06 -0.474
C 0.3946 25.3012 -13.0016 0.19 -0.23 0.56 -0.782
O -1.0124 25.4408 -13.1915 0.39 -0.27 0.15 -0.316
C -1.4003 26.7904 -13.1253 0.10 0.43 -0.56 -0.761
H 4.6615 20.5164 -17.3597 -0.23 -0.20 0.22 0.250
H 5.1097 20.7317 -15.6413 0.14 0.09 0.04 0.262
H 5.0204 22.1155 -16.8104 0.16 0.21 0.32 0.320
H 3.4097 23.2369 -15.3871 0.17 0.20 0.03 0.359
H 2.9064 21.9369 -14.2696 0.03 0.18 0.29 0.279
H 0.6078 22.0107 -15.1743 0.36 -1.12 -0.43 0.342
H 1.2126 22.8395 -16.6562 0.05 -0.33 0.01 0.335
H -0.1020 24.0936 -15.3148 -0.14 0.23 0.28 0.240
H 1.9202 23.8232 -13.1900 -0.04 -0.08 0.03 0.353
H 0.2646 23.1205 -13.2136 -0.03 -0.10 0.87 0.399
H 0.9885 26.0948 -13.4551 -0.30 0.15 -0.83 0.374
H 0.6857 25.4459 -11.9612 -0.46 -0.36 0.59 0.443
H -2.4736 26.9514 -13.2263 -0.09 -0.68 0.13 0.259
H -0.9645 27.2921 -13.9893 0.24 0.45 0.06 0.325
H -1.0865 27.2746 -12.2005 0.19 0.02 0.13 0.293
C -4.3206 16.3427 -5.3590 -0.70 0.48 -0.25 -0.916
C -4.9030 17.7046 -4.9072 0.92 -1.09 -0.05 -0.275
O -6.0496 17.5230 -4.0775 0.32 0.46 -0.39 -0.507
H -4.1157 15.7277 -4.4827 0.18 0.05 0.04 0.290
H -3.4068 16.4905 -5.9345 0.08 -0.03 0.07 0.304
H -5.0251 15.7848 -5.9758 -0.06 0.05 -0.04 0.255
H -5.1261 18.3762 -5.7363 -0.47 -0.28 -0.01 0.314
H -4.0572 18.1732 -4.4042 -0.22 0.42 0.55 0.232
H -5.7393 17.1620 -3.2438 -0.04 -0.05 0.08 0.303
C 2.1859 19.0951 -6.2043 -1.20 0.09 -1.37 -0.923
C 1.6763 19.5389 -7.6456 1.77 0.45 2.04 -0.263
O 1.1221 20.8435 -7.4556 -0.56 -0.27 -0.68 -0.514
H 1.3706 19.3547 -5.5291 -0.02 -0.31 0.14 0.273
H 3.0324 19.7107 -5.9000 0.17 -0.21 -0.18 0.283
H 2.3979 18.0267 -6.1644 0.21 0.09 0.16 0.325
H 0.9921 18.8414 -8.1288 -0.27 0.33 0.31 0.317
H 2.5719 19.6384 -8.2588 -0.07 -0.24 -0.43 0.199
H 1.8620 21.4468 -7.3551 -0.03 0.07 0.01 0.303
C 7.4167 25.2943 -8.5786 -0.17 -0.75 0.53 -0.847
C 6.0299 25.0685 -9.1568 0.13 0.82 -1.17 -0.291
O 4.9597 25.3365 -8.2598 0.38 -0.30 -0.10 -0.522
H 8.1524 25.5838 -9.3290 -0.12 -0.09 -0.07 0.302
H 7.7417 24.3725 -8.0962 0.29 0.16 0.21 0.197
H 7.3627 26.0818 -7.8269 0.10 0.04 0.02 0.300
H 5.8862 24.0967 -9.6291 0.01 -0.23 0.56 0.318
H 5.9732 25.7510 -10.0048 -0.38 0.25 -0.23 0.235
H 5.0215 26.2806 -8.0972 -0.25 0.08 0.24 0.307
C -4.7193 19.0192 -12.6180 -0.81 -0.69 -1.41 -0.954
C -4.9534 18.9925 -14.1956 0.31 0.45 2.10 -0.235
O -6.1746 19.6158 -14.5362 0.06 0.17 -0.44 -0.512
H -5.5086 18.4594 -12.1163 -0.24 -0.26 -0.17 0.310
H -4.8243 20.0171 -12.1921 0.64 0.08 -0.26 0.283
H -3.8097 18.4674 -12.3811 0.26 0.52 0.14 0.300
H -4.8632 17.9718 -14.5671 -0.22 -0.16 -0.01 0.258
H -4.1579 19.5696 -14.6670 -0.14 0.09 -0.08 0.249
H -6.9246 19.1568 -14.1510 0.13 -0.20 0.13 0.302
```
Forces are in eV/Å.

Output
HOMO level = -8.674 eV
Energy above the lowest of the compared OMol25 structures with the same formula, charge and spin = 412.95 kJ/mol
Net charge = 0
Orbital gap = 8.796 eV
E_LUMO = 0.1 eV
E_tot = -76099.9239 eV

=====

# 3
Molecular formula: C3H3NOS
Method: DFT, ωB97M-V with the def2-TZVPD basis set

XYZ file:
```
9
Properties=species:S:1:pos:R:3:forces:R:3:mulliken_charge:R:1
C 1.4676 0.6728 -0.0887 -3.88 -0.98 5.22 -0.876
C -0.0558 0.1946 -0.0207 -2.48 5.07 -4.07 0.498
O -0.9089 1.1756 -0.2169 4.04 -7.08 1.76 -0.456
S -0.3646 -1.8017 0.0608 -2.63 3.35 0.12 -0.052
C -2.1441 -1.4819 0.0285 0.42 0.30 -0.40 0.331
N -3.2303 -1.0707 -0.0937 1.85 -1.00 0.37 -0.359
H 1.1264 1.5542 0.5237 1.81 -0.05 -0.90 0.265
H 2.1943 0.7724 -0.8127 0.37 0.44 -2.55 0.354
H 1.9154 -0.0151 0.6198 0.51 -0.07 0.45 0.297
```
Forces are in eV/Å.

Output
HOMO level = -10.645 eV
Energy above the lowest of the compared OMol25 structures with the same formula, charge and spin = 255.34 kJ/mol
Net charge = 0
Orbital gap = 9.931 eV
E_LUMO = -0.7 eV
E_tot = -17529.2940 eV

=====

Computed max |F| (eV/Å) in order:
3.94; 2.74; 8.34